{"formula": "C31H70Cl4", "method": "wB97M-V/def2-TZVPD", "species": ["Cl", "C", "Cl", "Cl", "Cl", "C", "C", "C", "C", "C", "C", "H", "H", "H", "H", "H", "H", "H", "H", "H", "H", "H", "H", "H", "H", "C", "C", "C", "C", "C", "C", "H", "H", "H", "H", "H", "H", "H", "H", "H", "H", "H", "H", "H", "H", "C", "C", "C", "C", "C", "C", "H", "H", "H", "H", "H", "H", "H", "H", "H", "H", "H", "H", "H", "H", "C", "C", "C", "C", "C", "C", "H", "H", "H", "H", "H", "H", "H", "H", "H", "H", "H", "H", "H", "H", "C", "C", "C", "C", "C", "C", "H", "H", "H", "H", "H", "H", "H", "H", "H", "H", "H", "H", "H", "H"], "coordinates": [[-3.188, 20.405, -25.309], [-2.847, 20.787, -23.656], [-1.805, 22.171, -23.570], [-4.265, 21.265, -22.661], [-1.936, 19.498, -22.823], [-10.942, 21.504, -23.834], [-11.473, 22.927, -23.915], [-10.927, 23.951, -22.916], [-9.531, 24.404, -23.138], [-9.011, 25.287, -22.009], [-7.539, 25.786, -22.260], [-11.139, 21.023, -22.875], [-9.882, 21.546, -24.082], [-11.435, 20.882, -24.581], [-11.253, 23.207, -24.945], [-12.554, 22.901, -23.776], [-11.026, 23.515, -21.922], [-11.709, 24.709, -22.863], [-8.817, 23.587, -23.242], [-9.523, 24.994, -24.055], [-9.619, 26.192, -22.024], [-9.180, 24.801, -21.048], [-7.369, 26.225, -23.243], [-7.226, 26.557, -21.555], [-6.840, 24.959, -22.128], [-2.530, 13.384, -20.872], [-3.353, 13.684, -19.635], [-4.738, 14.327, -19.897], [-4.650, 15.633, -20.783], [-6.047, 16.172, -21.086], [-6.595, 16.902, -19.840], [-3.066, 12.733, -21.562], [-1.570, 12.903, -20.687], [-2.138, 14.253, -21.401], [-3.400, 12.680, -19.212], [-2.718, 14.284, -18.983], [-5.188, 14.525, -18.924], [-5.437, 13.632, -20.362], [-4.066, 16.411, -20.290], [-4.111, 15.559, -21.728], [-6.180, 16.882, -21.902], [-6.653, 15.303, -21.342], [-6.142, 17.879, -19.671], [-7.670, 17.059, -19.921], [-6.457, 16.313, -18.934], [-1.230, 15.106, -27.096], [-2.631, 15.125, -26.501], [-3.740, 15.355, -27.512], [-5.142, 15.369, -26.861], [-6.247, 15.840, -27.849], [-7.553, 16.167, -27.070], [-0.918, 16.061, -27.519], [-1.163, 14.383, -27.909], [-0.466, 14.819, -26.373], [-2.750, 14.150, -26.028], [-2.684, 15.944, -25.783], [-3.709, 14.450, -28.118], [-3.677, 16.259, -28.119], [-5.375, 14.380, -26.465], [-5.136, 16.102, -26.055], [-5.988, 16.776, -28.343], [-6.365, 15.043, -28.584], [-8.289, 16.454, -27.821], [-7.938, 15.248, -26.627], [-7.538, 16.998, -26.365], [0.908, 21.655, -29.207], [1.815, 20.476, -28.779], [1.992, 20.359, -27.229], [3.001, 19.243, -26.991], [2.992, 18.587, -25.578], [4.142, 17.546, -25.594], [-0.023, 21.605, -28.642], [0.583, 21.376, -30.209], [1.339, 22.623, -29.463], [1.409, 19.490, -29.008], [2.805, 20.540, -29.229], [1.038, 20.082, -26.780], [2.339, 21.264, -26.732], [2.923, 18.548, -27.827], [3.987, 19.681, -27.150], [3.302, 19.356, -24.870], [2.065, 18.209, -25.146], [4.257, 16.999, -24.658], [3.967, 16.879, -26.438], [5.141, 17.968, -25.695], [0.362, 25.635, -18.559], [-0.904, 24.887, -18.296], [-1.997, 25.759, -17.607], [-2.402, 27.134, -18.162], [-3.581, 27.707, -17.370], [-3.730, 29.186, -17.788], [0.825, 25.931, -17.618], [0.222, 26.497, -19.210], [1.103, 25.101, -19.154], [-1.302, 24.506, -19.236], [-0.776, 23.937, -17.777], [-1.668, 25.969, -16.589], [-2.866, 25.105, -17.532], [-1.525, 27.778, -18.106], [-2.625, 27.144, -19.229], [-4.496, 27.115, -17.362], [-3.284, 27.671, -16.322], [-2.815, 29.722, -17.537], [-3.886, 29.291, -18.862], [-4.541, 29.607, -17.194]], "mol_weight_g_mol": 584.7, "max_force_ev_per_a": 2.5, "homo_ev": -10.5, "smiles": "ClC(Cl)(Cl)Cl.CCCCCC.CCCCCC.CCCCCC.CCCCCC.CCCCCC", "lumo_energy_ev": 0.136, "total_energy_ha": -3063.8096}